Computed, not measured: a gas-phase ion, C3H9N2S (charge -1) in a non-equilibrium geometry, with the ωB97M-V functional and the def2-TZVPD basis.

CARTESIAN COORDINATES (ANGSTROEM)
S  2.894  -0.796  -0.060
N  -2.226  -0.192  -0.499
N  0.124  -0.607  1.558
C  1.497  0.367  -0.276
C  -0.936  0.522  -0.520
C  0.208  -0.373  0.028
H  -2.288  -0.636  0.339
H  -0.123  0.342  1.891
H  -0.945  1.409  0.238
H  -2.119  -0.910  -1.189
H  1.767  1.384  0.123
H  1.133  -0.642  1.748
H  -0.770  1.008  -1.580
H  0.287  -1.374  -0.365
H  1.498  0.497  -1.435

## Properties
Charge = -1
SMILES = NC[C@H](N)C[S-]
HOMO-LUMO gap = 0.24072 hartree